{"formula": "C2H3P3", "method": "the ωB97M-V functional and the def2-TZVPD basis", "molar_mass_g_mol": 120.0, "multiplicity": 3, "s2": 2.060, "lumo_ev": [-0.034, -2.688], "gap_ev": [6.2, 6.2], "homo_ev": [-6.19, -8.92], "species": ["C", "C", "P", "P", "P", "H", "H", "H"], "positions_angstrom": [[0.5838, -0.4227, 1.0703], [0.0237, 1.1992, 0.5486], [0.4256, -1.6294, -0.0990], [-0.5408, 1.3854, -1.0189], [-1.0230, -0.6927, -1.2981], [1.0576, -0.3541, 1.9658], [0.2669, 1.8197, 1.3929], [-0.7939, -1.3054, -2.5615]], "forces_ev_per_a": [[-3.41, 7.52, -1.60], [2.21, -5.29, 1.50], [0.80, -3.28, -2.58], [0.45, 1.19, 0.27], [-1.46, -1.26, 0.31], [1.23, -0.26, 2.44], [-0.22, 0.85, -0.39], [0.42, 0.53, 0.06]]}

---

{"formula": "C4H8N2O", "method": "the ωB97M-V functional and the def2-TZVPD basis", "smiles": "NC(=O)CN1CC1", "molar_mass_g_mol": 100.1, "lumo_ev": 0.827, "gap_ev": 9.5, "homo_ev": -8.66, "species": ["N", "C", "O", "C", "N", "C", "C", "H", "H", "H", "H", "H", "H", "H", "H"], "positions_angstrom": [[1.5793, 0.5138, -1.1355], [1.7207, -0.5139, -0.2493], [2.7474, -1.1501, -0.1087], [0.4853, -0.8628, 0.5780], [-0.6998, -0.1784, 0.2530], [-1.2577, 1.0672, 0.3717], [-1.8381, -0.3091, -0.4935], [2.4186, 0.8454, -1.5873], [0.7924, 1.1426, -1.0794], [0.2955, -1.9335, 0.4707], [0.7289, -0.6596, 1.6279], [-1.3988, 1.4249, 1.4184], [-1.1235, 1.8827, -0.3392], [-2.7892, -0.5978, -0.0580], [-1.7099, -0.6411, -1.5527]], "forces_ev_per_a": [[0.12, 0.05, 0.08], [0.18, -0.19, -0.01], [-0.16, 0.23, -0.12], [0.21, -0.16, 0.11], [0.24, -0.18, 0.13], [-0.30, -0.02, -0.40], [-0.30, 0.38, 0.26], [-0.10, -0.09, 0.05], [0.10, -0.21, 0.02], [0.22, 0.07, 0.08], [0.19, -0.18, -0.05], [-0.85, -0.23, -0.72], [0.58, -0.09, -0.12], [0.18, -0.44, 0.30], [-0.31, 1.06, 0.37]]}

---

{"formula": "C6H12O", "method": "the ωB97M-V functional and the def2-TZVPD basis", "smiles": "C/C=C/C[C@@H](C)O", "molar_mass_g_mol": 100.2, "lumo_ev": 1.095, "gap_ev": 10.1, "homo_ev": -8.97, "species": ["C", "C", "O", "C", "C", "C", "C", "H", "H", "H", "H", "H", "H", "H", "H", "H", "H", "H", "H"], "positions_angstrom": [[-0.5924, -1.0180, 2.6192], [-0.9007, -0.2177, 1.3911], [1.4240, -0.2051, -0.0825], [-1.1636, -0.7373, 0.1964], [-0.8921, 0.0448, -1.0476], [0.6651, 0.0352, -1.2575], [1.1859, 1.3139, -1.8928], [-1.4221, -1.0423, 3.3317], [0.2766, -0.5877, 3.1333], [-0.3255, -2.0424, 2.3389], [-0.7528, 0.8649, 1.4516], [1.3164, 0.5435, 0.5195], [-1.2714, -1.8162, 0.0918], [-1.2621, 1.0759, -0.9638], [-1.3769, -0.3875, -1.9328], [0.9011, -0.8329, -1.8794], [0.8726, 2.1790, -1.2910], [0.8334, 1.4627, -2.9174], [2.2791, 1.2685, -1.8844]], "forces_ev_per_a": [[-0.09, -0.08, 0.10], [-0.15, -0.07, -0.11], [0.12, 0.10, 0.05], [0.11, 0.02, 0.19], [0.06, 0.07, 0.02], [0.05, -0.01, -0.34], [0.02, 0.05, -0.07], [0.09, 0.00, 0.02], [-0.19, -0.08, -0.06], [-0.16, 0.13, 0.12], [-0.09, -0.14, 0.05], [-0.02, -0.13, -0.10], [0.03, 0.08, 0.07], [0.18, -0.12, 0.12], [0.16, 0.09, 0.17], [0.02, 0.13, -0.06], [0.05, -0.12, -0.13], [-0.02, -0.03, 0.11], [-0.16, 0.10, -0.16]]}

---

{"formula": "C5H10O", "method": "the ωB97M-V functional and the def2-TZVPD basis", "smiles": "C=C(C)C.C=O", "molar_mass_g_mol": 86.1, "lumo_ev": 0.981, "gap_ev": 10.4, "homo_ev": -9.37, "species": ["C", "C", "C", "C", "C", "O", "H", "H", "H", "H", "H", "H", "H", "H", "H", "H"], "positions_angstrom": [[-1.1366, -1.2312, 0.0563], [-0.4642, 0.0183, 0.5724], [-1.0653, 1.3386, 0.1679], [0.6525, -0.0334, 1.3026], [1.8330, -0.0885, -1.3045], [1.1626, 0.5768, -2.0550], [-1.7169, -1.0312, -0.8502], [-1.8292, -1.6282, 0.8080], [-0.4124, -2.0206, -0.1710], [-0.5788, 1.6838, -0.7556], [-0.9140, 2.1001, 0.9384], [-2.1377, 1.2587, -0.0372], [1.1316, -0.9780, 1.5552], [1.1312, 0.8755, 1.6624], [1.6585, -1.1726, -1.1538], [2.6858, 0.3321, -0.7358]], "forces_ev_per_a": [[-0.01, -0.05, -0.03], [0.18, 0.00, 0.12], [-0.03, 0.03, 0.03], [-0.12, 0.00, -0.01], [-0.13, 0.13, -0.21], [0.36, -0.27, 0.20], [0.13, 0.01, 0.11], [0.04, 0.08, -0.11], [-0.09, 0.11, 0.10], [-0.12, -0.09, 0.10], [0.02, -0.09, -0.13], [0.14, -0.03, 0.07], [-0.12, 0.12, -0.03], [-0.11, -0.14, 0.00], [-0.02, 0.15, -0.10], [-0.12, 0.03, -0.11]]}

---

{"formula": "C4H8O2", "method": "the ωB97M-V functional and the def2-TZVPD basis", "molar_mass_g_mol": 88.1, "lumo_ev": 0.842, "gap_ev": 9.3, "homo_ev": -8.50, "species": ["O", "C", "C", "C", "O", "C", "H", "H", "H", "H", "H", "H", "H", "H"], "positions_angstrom": [[0.1525, -1.8423, -0.5303], [-0.4983, -0.7456, -0.9713], [-1.0886, 0.1574, 0.6962], [0.2334, 0.8264, 0.3990], [1.3600, 0.1036, 1.0867], [0.3932, 0.4691, -1.0612], [0.8322, -1.4198, 0.1385], [-1.2511, -0.9732, -1.7307], [-1.0406, -0.7914, 1.2217], [-1.8251, 0.8029, 1.2368], [0.2856, 1.9027, 0.5992], [1.0678, 0.0260, 2.0103], [1.4354, 0.2870, -1.3604], [-0.0564, 1.1973, -1.7346]], "forces_ev_per_a": [[1.38, 0.88, 1.66], [-1.62, 0.95, 0.92], [0.08, -1.05, -1.02], [1.55, -0.07, 0.59], [-1.00, 0.76, 0.00], [0.09, 0.30, -0.18], [-1.19, -1.39, -1.34], [0.25, 0.03, 0.20], [0.36, 0.17, 0.48], [0.03, -0.46, -1.32], [0.10, -0.20, 0.24], [0.25, -0.03, -0.29], [-0.28, -0.08, -0.09], [0.00, 0.20, 0.14]]}

---

{"formula": "C5H4InNO5S2", "method": "the ωB97M-V functional and the def2-TZVPD basis", "molar_mass_g_mol": 337.0, "lumo_ev": -1.087, "gap_ev": 8.6, "homo_ev": -9.68, "species": ["In", "O", "N", "C", "C", "C", "C", "C", "S", "H", "H", "H", "H", "O", "S", "O", "O", "O"], "positions_angstrom": [[-0.9409, -0.9939, -1.4760], [0.4088, -0.9907, 0.1232], [0.5563, 0.1722, 0.7670], [1.4604, 0.1497, 1.7738], [1.7097, 1.2670, 2.5156], [1.0141, 2.4394, 2.2165], [0.1029, 2.4419, 1.1916], [-0.1424, 1.2856, 0.4401], [-1.2967, 1.3049, -0.8554], [1.9360, -0.8082, 1.9123], [2.4366, 1.2181, 3.3120], [1.1905, 3.3417, 2.7855], [-0.4509, 3.3325, 0.9330], [-1.1474, -4.2588, -3.2571], [-1.6342, -2.9173, -3.2140], [-2.6050, -2.4965, -4.1791], [-2.1755, -2.5862, -1.7635], [-0.4223, -1.9013, -3.2255]], "forces_ev_per_a": [[-0.01, 0.14, 0.04], [0.05, 0.00, 0.05], [0.04, -0.08, 0.02], [-0.05, 0.03, -0.03], [0.01, 0.00, 0.02], [0.02, 0.01, 0.03], [-0.03, -0.01, -0.03], [0.02, -0.05, -0.02], [0.00, 0.03, 0.01], [0.00, -0.01, 0.00], [-0.01, 0.02, 0.00], [0.00, 0.00, 0.00], [0.00, 0.00, 0.00], [-0.03, 0.06, 0.00], [-0.04, 0.02, -0.03], [0.06, -0.09, 0.03], [0.00, -0.03, -0.04], [-0.03, -0.04, -0.03]]}